Entry 1:
This record from the Open Molecules 2025 dataset describes a 8-piece molecular cluster, C27H66BF4NO19P4 overall in a non-equilibrium geometry. The level of theory is ωB97M-V/def2-TZVPD.

Element x y z (Å)
C: 2.452 0.913 -4.712
C: 1.509 2.145 -4.831
C: 0.192 1.750 -5.037
C: -0.535 1.434 -3.733
C: -0.436 2.621 -2.802
C: 0.928 3.125 -2.555
N: 1.659 3.174 -3.817
O: 2.697 3.889 -3.777
C: 1.722 2.253 -1.441
C: 0.711 4.525 -1.929
C: 2.002 2.791 -6.136
H: 2.033 0.160 -3.984
H: 3.525 1.088 -4.492
H: 2.661 0.400 -5.631
H: 0.225 0.937 -5.619
H: -0.286 2.482 -5.722
H: -0.151 0.419 -3.344
H: -1.608 1.025 -3.848
H: -0.879 2.347 -1.788
H: -1.292 3.336 -3.033
H: 1.072 2.279 -0.626
H: 2.586 2.696 -1.088
H: 1.849 1.083 -1.856
H: 1.532 5.009 -1.810
H: 0.201 4.356 -0.852
H: 0.129 5.046 -2.604
H: 3.126 3.060 -5.986
H: 1.541 3.760 -6.258
H: 1.902 2.137 -7.040
B: -0.380 -0.988 -0.687
F: -0.262 -0.138 0.384
F: -1.424 -0.639 -1.502
F: 0.773 -0.805 -1.364
F: -0.602 -2.350 -0.354
C: 2.404 -4.385 -1.413
C: 1.835 -4.667 -2.916
O: 2.422 -5.549 -3.649
C: 0.755 -3.823 -3.328
H: 2.769 -5.487 -0.968
H: 1.816 -3.586 -0.683
H: 3.461 -3.781 -1.517
H: 0.419 -3.910 -4.427
H: 0.931 -2.766 -2.974
H: -0.090 -4.169 -2.802
C: 0.098 0.579 3.674
C: 0.530 1.494 4.725
O: 1.729 1.446 5.239
C: -0.442 2.649 5.185
H: 0.204 -0.350 4.113
H: 0.828 0.537 2.906
H: -0.858 1.042 3.130
H: 0.278 3.269 5.728
H: -1.290 2.206 5.754
H: -0.880 3.178 4.278
C: -2.190 2.753 0.933
O: -3.039 3.350 0.010
P: -3.508 4.773 0.077
O: -3.385 5.439 1.379
O: -2.241 5.344 -0.840
C: -2.127 6.764 -1.025
O: -4.749 5.335 -0.850
C: -5.001 4.904 -2.140
H: -1.498 2.130 0.592
H: -2.711 2.111 1.534
H: -1.675 3.459 1.451
H: -2.985 6.857 -1.367
H: -1.186 6.852 -1.465
H: -2.131 7.216 -0.126
H: -4.222 5.146 -2.956
H: -5.835 5.437 -2.357
H: -5.176 3.797 -2.060
C: 8.998 0.043 -3.533
O: 7.798 0.584 -2.984
P: 6.866 -0.367 -2.071
O: 7.089 -1.772 -2.289
O: 7.409 -0.183 -0.626
C: 8.515 -0.885 0.009
O: 5.281 -0.105 -2.155
C: 4.319 -1.062 -2.064
H: 9.734 -0.236 -2.718
H: 9.686 0.764 -4.215
H: 8.707 -0.699 -4.305
H: 8.466 -1.135 1.040
H: 9.486 -0.349 -0.276
H: 8.526 -2.065 -0.435
H: 4.554 -1.780 -1.271
H: 4.161 -1.678 -2.895
H: 3.296 -0.731 -1.893
C: -2.411 -2.138 5.585
O: -2.797 -1.899 4.144
P: -3.939 -0.716 3.885
O: -3.413 0.528 4.313
O: -4.195 -0.726 2.261
C: -3.181 -1.046 1.399
O: -5.216 -1.090 4.705
C: -5.714 -0.136 5.617
H: -1.776 -1.312 5.937
H: -1.938 -2.993 5.539
H: -3.212 -2.196 6.148
H: -2.855 -0.137 0.981
H: -3.720 -1.434 0.706
H: -2.315 -1.657 1.836
H: -5.180 0.312 6.440
H: -6.559 -0.656 6.113
H: -6.118 0.725 5.207
C: -1.006 -4.909 1.773
O: -1.857 -4.609 2.846
P: -3.192 -5.406 3.210
O: -3.276 -6.610 2.396
O: -3.126 -5.697 4.760
C: -2.375 -6.783 5.281
O: -4.407 -4.480 3.039
C: -5.570 -4.656 3.961
H: -0.187 -4.199 1.777
H: -1.640 -4.648 0.785
H: -0.453 -5.850 1.814
H: -2.197 -6.584 6.328
H: -1.202 -6.801 5.157
H: -2.906 -7.792 5.177
H: -6.073 -5.466 3.715
H: -6.094 -3.689 3.880
H: -5.187 -4.546 5.033

Output
molecular weight	919.51	g/mol
Kohn-Sham gap	4.71	eV
DFT total energy	-118161.501	eV


Entry 2:
This record from the Open Molecules 2025 dataset describes a 8-piece molecular cluster, C27H67N5O13 overall in a non-equilibrium geometry. The level of theory is ωB97M-V/def2-TZVPD.

Element x y z (Å)
C: 2.714 3.602 0.288
C: 2.763 2.145 0.516
O: 1.938 1.500 1.201
N: 4.120 1.535 0.131
H: 3.815 0.878 -0.574
H: 4.658 2.261 -0.321
C: 4.852 0.923 1.342
H: 1.809 4.105 0.628
H: 2.723 3.761 -0.790
H: 3.495 4.173 0.790
H: 5.366 1.679 1.935
H: 5.629 0.275 0.936
H: 4.160 0.359 1.966
C: -0.459 0.351 5.010
C: -0.104 -1.015 4.483
C: 1.304 -1.046 3.758
N: 1.945 -2.452 3.469
C: 2.170 -3.315 4.786
C: 2.464 -4.787 4.476
C: 1.538 -5.520 3.574
C: 1.385 -4.687 2.319
C: 0.996 -3.163 2.514
C: 3.319 -2.332 2.820
H: -0.337 1.205 4.344
H: 0.131 0.494 5.916
H: -1.503 0.354 5.325
H: -0.982 -1.338 3.925
H: -0.015 -1.634 5.376
H: 1.941 -0.530 4.476
H: 1.290 -0.567 2.779
H: 1.255 -3.329 5.378
H: 2.937 -2.882 5.429
H: 2.433 -5.230 5.471
H: 3.493 -4.868 4.125
H: 0.572 -5.732 4.031
H: 2.033 -6.471 3.376
H: 0.582 -5.099 1.708
H: 2.180 -4.770 1.578
H: -0.062 -2.983 2.708
H: 1.228 -2.649 1.581
H: 3.170 -1.808 1.876
H: 3.823 -3.296 2.746
H: 3.939 -1.832 3.565
C: -0.397 -4.406 -3.515
C: -1.542 -3.605 -2.772
C: -1.473 -3.585 -1.219
O: -2.645 -2.919 -0.706
C: -2.713 -2.876 0.705
N: -1.581 -2.222 -3.433
H: -2.337 -1.685 -3.033
H: -0.716 -1.767 -3.178
H: -1.740 -2.353 -4.422
H: -0.294 -5.349 -2.979
H: 0.564 -3.904 -3.408
H: -0.492 -4.563 -4.590
H: -2.478 -4.122 -2.985
H: -0.754 -2.857 -0.842
H: -1.327 -4.605 -0.864
H: -3.708 -2.577 1.035
H: -1.909 -2.365 1.234
H: -2.760 -3.886 1.112
C: -1.170 4.295 -5.007
C: -0.388 5.087 -3.952
C: 0.492 4.071 -3.206
O: 1.564 3.566 -4.038
C: 2.074 2.307 -3.648
N: 0.529 6.191 -4.569
H: 1.042 6.715 -3.874
H: 1.148 5.908 -5.314
H: -0.070 6.881 -5.000
H: -1.848 4.836 -5.666
H: -1.808 3.557 -4.521
H: -0.464 3.768 -5.649
H: -0.986 5.529 -3.155
H: -0.139 3.296 -2.771
H: 1.009 4.604 -2.407
H: 2.678 1.961 -4.487
H: 1.253 1.599 -3.531
H: 2.698 2.528 -2.782
C: -0.711 0.424 -0.762
C: -2.073 0.512 -0.157
C: -2.010 0.927 1.293
O: -3.322 0.881 1.866
C: -3.368 1.467 3.198
N: -3.021 1.470 -0.953
H: -3.277 1.048 -1.834
H: -3.789 1.764 -0.367
H: -2.516 2.333 -1.098
H: -0.115 1.325 -0.622
H: -0.732 0.104 -1.804
H: -0.128 -0.323 -0.223
H: -2.683 -0.389 -0.220
H: -1.662 1.960 1.320
H: -1.343 0.336 1.922
H: -4.335 1.848 3.528
H: -2.654 2.283 3.310
H: -3.170 0.651 3.893
O: -5.889 0.188 -2.657
C: -5.061 -0.342 -3.502
O: -3.840 -0.284 -3.322
O: -5.580 -0.921 -4.439
H: -6.641 -0.323 -2.968
O: -3.260 4.028 0.699
C: -2.700 4.997 -0.100
O: -2.946 6.173 0.258
O: -1.958 4.675 -1.047
H: -3.538 4.674 1.353
O: 3.327 -0.373 -1.970
C: 2.266 -1.167 -1.790
O: 2.222 -1.769 -0.743
O: 1.426 -1.233 -2.707
H: 3.065 -0.262 -2.887

Output
molecular weight	669.86	g/mol
Kohn-Sham gap	5.18	eV
DFT total energy	-63136.535	eV
total charge	+2


Taking the records one at a time from the top gives HOMO energy values of -9.0, -11.1 eV.